1.
A structure of composition C37H28BrIrN6O5. Source: the OMol25 dataset; level of theory: ωB97M-V/def2-TZVPD.

The geometry in ORCA input format:
```
! RIJCOSX wB97M-V def2-TZVPD def2/J DEFGRID3
* xyz 1 2
Ir 0.13068 -0.00008 -0.06203
C 2.41211 1.70792 -2.31369
C 3.05912 1.12452 -1.10027
C 4.43992 0.94298 -1.09092
C 5.06539 0.39362 0.00734
C 4.29941 0.08077 1.11663
C 2.93799 0.31023 1.06095
N 2.31998 0.78638 -0.03408
C 2.06918 0.07482 2.22892
C 2.55548 0.12399 3.52406
C 1.66937 0.01564 4.57755
C 0.31889 -0.09298 4.30692
C -0.11287 -0.12782 2.99050
N 0.76251 -0.08533 1.97039
C -1.54648 -0.12030 2.63909
C -2.52640 -0.47308 3.55117
C -3.84895 -0.38807 3.15449
C -4.13033 0.04888 1.87721
C -3.09755 0.36253 0.99477
C -3.42659 0.79663 -0.39703
N -1.82134 0.26432 1.38984
H 3.14433 2.27473 -2.88417
H 1.59096 2.36747 -2.04892
H 2.03021 0.91315 -2.95604
H 5.00665 1.23174 -1.96487
H 6.13235 0.21704 0.00614
H 4.74649 -0.35095 1.99945
H 3.60856 0.28149 3.69931
H 2.02154 0.06365 5.59876
H -0.39837 -0.11146 5.11216
H -2.26841 -0.82624 4.53790
H -4.64500 -0.66391 3.83260
H -5.15201 0.14460 1.53767
H -4.49707 0.96254 -0.49003
H -3.12382 0.02787 -1.10843
H -2.91642 1.72088 -0.65529
O -1.21556 4.06599 -3.46215
C -1.32756 4.62946 -2.24531
C -1.66202 5.98202 -2.19623
C -1.81669 6.61733 -0.98257
C -1.63869 5.92646 0.21640
C -1.28171 4.59755 0.17648
C -1.11701 3.93113 -1.04407
C -0.70426 2.52333 -1.02970
O -0.22751 2.04192 0.08239
N -0.82440 1.80888 -2.11993
N -0.37838 0.50584 -1.94271
C -0.44341 -0.27890 -2.95911
C 0.13982 -1.58790 -3.00696
C -0.10087 -2.40464 -4.11975
C 0.45985 -3.65719 -4.20646
C 1.29130 -4.10659 -3.17976
C 1.55607 -3.31641 -2.07988
C 0.97728 -2.05121 -1.97740
O 1.30297 -1.31902 -0.89865
H -1.10541 3.10246 -3.34853
H -1.80606 6.50609 -3.13110
H -2.08458 7.66574 -0.96512
H -1.77357 6.42951 1.16345
H -1.11923 4.04036 1.08946
H -0.91930 0.12659 -3.84706
H -0.74724 -2.03558 -4.90650
H 0.25621 -4.29113 -5.05735
H 1.72973 -5.09410 -3.24114
H 2.19760 -3.65386 -1.27647
Br 2.25792 -3.48707 3.49400
C 0.81477 -4.02038 2.39147
C 0.23321 -5.26878 2.54440
N -0.77985 -5.67001 1.78337
C -1.23844 -4.84182 0.85175
C -0.72192 -3.56559 0.63592
C 0.33784 -3.15575 1.42860
C -1.34893 -2.72272 -0.43521
O -2.03647 -3.22696 -1.28704
O -1.27803 -1.39358 -0.34935
H 0.59322 -5.96178 3.29555
H -2.06228 -5.19266 0.24313
H 0.80205 -2.19523 1.29109
*
```

For the HOMO energy (alpha / beta), the calculation gives -0.390 / -0.391 hartree. The energy is -130878.24739 eV. The value obtained for the max |F| is 1.8 eV Å⁻¹. The expectation value of S² is 0.76. Its LUMO energy (alpha / beta) is -3.66 / -4.21 eV. The calculation puts the frontier orbital gap (alpha / beta) at 6.96 / 6.42 eV.

***

2.
A structure of composition C37H28Cl4N5O9S5SbZr. Source: the OMol25 dataset; level of theory: ωB97M-V/def2-TZVPD.

The geometry in ORCA input format:
```
! RIJCOSX wB97M-V def2-TZVPD def2/J DEFGRID3
* xyz -2 1
Zr 1.22328 1.92650 0.17041
O 5.65316 5.66606 -0.84190
C 5.97226 4.57285 -1.49644
O 7.03787 4.45849 -2.06717
C 4.97101 3.47158 -1.51279
C 5.09225 2.31384 -2.23267
Cl 6.42947 1.77767 -3.14310
N 4.02137 1.49366 -2.00062
N 3.23266 2.08371 -1.04033
C 3.70877 3.30241 -0.85186
C 2.94732 4.27869 -0.02556
O 3.47602 5.32397 0.36638
O 1.85287 3.80769 0.56179
C 3.43997 0.53998 -2.87109
C 2.46142 -0.32284 -2.38971
C 1.83398 -1.21146 -3.24675
C 2.17683 -1.26631 -4.58861
C 3.16076 -0.41265 -5.06033
C 3.78952 0.48670 -4.21803
H 4.75232 5.58386 -0.35730
H 2.20842 -0.35074 -1.34110
H 1.06274 -1.85530 -2.84328
H 1.67789 -1.95087 -5.26161
H 3.43398 -0.42120 -6.10842
H 4.51496 1.16552 -4.63299
S -3.18804 3.62095 -1.56521
Sb -1.92310 5.11916 -0.36996
S 0.70076 2.87337 -2.15983
S 1.84160 4.58629 -2.28274
S -3.22488 5.75176 1.37745
Cl 4.43003 -2.26065 5.54962
C 3.77010 -1.57823 4.09021
C 3.93137 -0.22649 3.83424
C 3.39821 0.30108 2.67325
Cl 3.60451 1.98630 2.35585
C 2.68237 -0.46433 1.73232
O 2.16641 0.03182 0.64631
C 2.57871 -1.83307 2.04591
Cl 1.77850 -2.87529 0.91222
C 3.09975 -2.39250 3.19777
H 4.46510 0.41078 4.52329
H 2.98308 -3.44976 3.38628
C -0.81937 -4.10673 -4.29553
C -1.56329 -4.02597 -2.99518
C -0.88680 -3.88201 -1.78534
C -1.56666 -3.75511 -0.58719
C -2.95879 -3.73738 -0.57816
N -3.69243 -3.58309 0.61236
C -3.38473 -2.88287 1.75791
O -3.89672 -3.20136 2.82261
N -2.51474 -1.83552 1.66696
C -2.18666 -1.04236 0.54599
C -3.12562 -0.67091 -0.41294
C -2.71952 0.12039 -1.47057
C -1.39525 0.53311 -1.53687
N -0.50633 0.19832 -0.60222
C -0.89536 -0.56629 0.41935
C -3.64559 -3.90595 -1.77440
C -2.95106 -4.05639 -2.96097
H 0.14871 -4.59356 -4.17150
H -0.63116 -3.10862 -4.69669
H -1.38829 -4.65897 -5.04444
H 0.19714 -3.86828 -1.77688
H -1.02107 -3.65367 0.34165
H -4.50616 -4.16312 0.74026
H -2.24072 -1.47755 2.57367
H -4.15823 -0.97777 -0.30575
H -3.41590 0.48258 -2.21164
H -1.06167 1.18130 -2.33544
H -0.14627 -0.78953 1.17056
H -4.72919 -3.89516 -1.77449
H -3.50432 -4.17113 -3.88644
C -5.71649 -0.19532 4.23714
C -4.46132 0.49467 3.78784
C -4.46952 1.39772 2.73137
C -3.31151 2.02374 2.29389
C -2.12679 1.73384 2.95037
C -2.07848 0.83192 4.00439
C -3.25055 0.22254 4.42621
S -0.63167 2.46568 2.35763
O -0.84669 2.43003 0.87373
O -0.44669 3.74490 2.95652
O 0.49914 1.51318 2.51090
H -6.56211 0.07509 3.60499
H -5.96704 0.07931 5.26442
H -5.58786 -1.27786 4.19768
H -5.40239 1.62208 2.22743
H -3.33787 2.73016 1.47014
H -1.13506 0.62078 4.49300
H -3.22661 -0.48190 5.24971
*
```

For the HOMO energy, the calculation gives -0.069 hartree. The energy is -176796.30703 eV. The value obtained for the max |F| is 1.3 eV Å⁻¹. Its LUMO energy is 3.45 eV. The calculation puts the frontier orbital gap at 5.32 eV.

***

3.
A structure of composition C37H28CrFIN2O3P. Source: the OMol25 dataset; level of theory: ωB97M-V/def2-TZVPD.

The geometry in ORCA input format:
```
! RIJCOSX wB97M-V def2-TZVPD def2/J DEFGRID3
* xyz -1 5
Cr -1.12388 0.60956 -0.55280
C 1.42925 -1.59729 -3.72757
O 0.15330 -1.62839 -4.37057
C -0.45452 -0.42609 -4.55709
C -0.79971 -0.06646 -5.84199
C -1.47251 1.12860 -6.10930
C -1.78135 1.96670 -5.06690
C -1.45749 1.62186 -3.74403
C -1.77579 2.57481 -2.70763
N -1.63205 2.34961 -1.45598
N -1.88539 3.39969 -0.58177
C -1.48704 3.04816 0.60857
O -0.93236 1.91413 0.88954
C -1.63766 4.01896 1.72480
C -2.30128 5.22984 1.54521
C -2.42782 6.11449 2.60343
C -1.89136 5.79840 3.84596
C -1.22934 4.59253 4.02648
C -1.10374 3.70292 2.96940
C -0.80070 0.40318 -3.45917
O -0.49261 0.01201 -2.24219
H 1.34847 -1.26199 -2.69527
H 2.10948 -0.94311 -4.28357
H 1.79937 -2.61837 -3.74518
H -0.53260 -0.74903 -6.63919
H -1.73419 1.39114 -7.12570
H -2.28543 2.90921 -5.24753
H -2.13248 3.56163 -2.99917
H -2.71260 5.45781 0.57153
H -2.94811 7.05359 2.46119
H -1.99138 6.49203 4.67185
H -0.81055 4.34206 4.99315
H -0.58950 2.75824 3.08862
I -2.03699 -2.90927 -0.75022
C -0.19097 -3.63091 -1.43620
C -0.29529 -4.47038 -2.54527
C 0.82827 -5.12353 -3.02132
C 2.03130 -4.95702 -2.36326
C 2.15938 -4.10259 -1.25122
C 3.40122 -4.02628 -0.57204
C 3.52494 -3.26662 0.58960
C 2.48374 -2.47823 1.01064
C 1.24906 -2.39396 0.29256
P 0.21250 -1.03877 0.80031
C 1.41499 0.20160 1.43219
C 2.25915 0.78686 0.48778
C 3.12277 1.80749 0.84684
C 3.15809 2.25860 2.16118
C 2.33062 1.67451 3.10738
C 1.46251 0.65122 2.74511
C -0.69036 -1.51248 2.32257
C -0.38924 -2.70588 2.97128
C -1.07300 -3.06623 4.12434
C -2.06512 -2.23939 4.63249
C -2.37591 -1.05254 3.98208
C -1.69531 -0.69030 2.82844
C 1.02066 -3.33494 -0.79010
H -1.25559 -4.61229 -3.01983
H 0.75333 -5.77196 -3.88593
H 2.91517 -5.49240 -2.69274
H 4.22368 -4.63020 -0.93617
H 4.44683 -3.28124 1.15997
H 2.62167 -1.87450 1.89847
H 2.23678 0.42746 -0.53704
H 3.76894 2.25368 0.10093
H 3.82894 3.06027 2.44411
H 2.35573 2.01719 4.13509
H 0.81588 0.20741 3.49190
H 0.37442 -3.35458 2.55911
H -0.83579 -3.99935 4.62074
H -2.60364 -2.52462 5.52831
H -3.15979 -0.41075 4.36542
H -1.95417 0.22424 2.30980
F -2.79578 0.22025 0.00553
*
```

For the HOMO energy (alpha / beta), the calculation gives -0.067 / -0.162 hartree. The energy is -96478.04017 eV. The value obtained for the max |F| is 0.2 eV Å⁻¹. The expectation value of S² is 6.05. Its LUMO energy (alpha / beta) is 2.35 / 2.21 eV. The calculation puts the frontier orbital gap (alpha / beta) at 4.17 / 6.61 eV.

***

4.
A structure of composition C37H29BCl68N2O2. Source: the OMol25 dataset; level of theory: ωB97M-V/def2-TZVPD.

The geometry in ORCA input format:
```
! RIJCOSX wB97M-V def2-TZVPD def2/J DEFGRID3
* xyz 0 1
O 7.84393 -4.39237 -0.96189
C 7.31832 -3.10583 -0.57858
C 8.36243 -1.95363 -0.35997
C 7.90356 -0.51122 0.05750
C 6.38449 -0.27958 0.23256
C 5.35659 -1.43833 0.02451
C 5.76909 -2.89666 -0.39020
C 4.71106 -4.10408 -0.57330
N 3.51891 -3.73375 -1.38878
C 2.29876 -4.54255 -0.99136
C 1.15025 -3.47281 -0.64167
C -0.34886 -4.05156 -0.68488
B -1.42624 -2.81261 -0.47327
C -0.78604 -1.38704 -0.01605
C -1.86067 -0.22180 0.25141
C -1.00294 1.17017 0.41324
N 0.44245 0.94013 0.71810
C 1.33003 1.94056 0.07039
C 1.39284 1.80999 -1.52453
C 1.79553 0.44384 -2.16585
C 1.86220 0.15940 -3.68191
C 1.50044 1.31502 -4.66285
C 1.13491 2.68742 -4.04886
C 1.07626 2.97421 -2.50429
O 0.73888 4.27631 -1.96677
H 8.78958 -4.35682 -0.69230
H 9.47938 -2.15501 -0.48878
H 8.65365 0.33829 0.20935
H 6.01330 0.76239 0.49899
H 4.25202 -1.21450 0.17967
H 4.46515 -4.52745 0.46697
H 5.28140 -4.92300 -1.15763
H 3.35088 -2.72822 -1.24929
H 2.02209 -5.21293 -1.87433
H 2.47127 -5.17300 -0.05424
H 1.44073 -2.99907 0.36759
H 1.21432 -2.65749 -1.46081
H -0.51095 -4.48164 -1.74236
H -0.48075 -4.82628 0.14859
H -2.59933 -2.99565 -0.62902
H -0.14063 -1.02979 -0.90661
H -0.16366 -1.59631 0.92601
H -2.47017 -0.06943 -0.72004
H -2.55249 -0.41092 1.14110
H -1.15903 1.84845 -0.49467
H -1.43378 1.73895 1.32969
H 0.62398 0.89207 1.72856
H 0.96154 2.99398 0.34410
H 2.39498 1.86240 0.51892
H 2.03991 -0.40265 -1.42967
H 2.15873 -0.90283 -4.00060
H 1.52187 1.07543 -5.77604
H 0.87124 3.55280 -4.74513
H 1.58805 4.78899 -1.95375
C 7.35688 2.56062 3.55722
Cl 6.48998 4.09979 3.35735
Cl 6.80049 1.39652 2.32842
Cl 9.10141 2.83871 3.36132
Cl 7.03974 1.91009 5.17945
C 8.15010 -2.06996 4.06984
Cl 9.12160 -3.54900 4.23697
Cl 6.86573 -2.33838 2.87524
Cl 7.42260 -1.65966 5.63857
Cl 9.19465 -0.73414 3.53263
C 1.42254 4.54404 3.18085
Cl 0.72348 5.66466 1.98358
Cl 1.64789 5.38344 4.73271
Cl 0.32700 3.16296 3.40360
Cl 2.99583 3.96172 2.59611
C -4.02698 2.67852 -2.04360
Cl -4.94218 4.18315 -2.28016
Cl -4.50735 1.49311 -3.27700
Cl -2.28827 3.01455 -2.19047
Cl -4.37271 2.02540 -0.42778
C 2.26971 9.46075 3.65766
Cl 1.39806 9.82842 5.16719
Cl 2.09334 10.81934 2.52649
Cl 3.99229 9.20159 4.00771
Cl 1.58773 7.98909 2.93027
C 0.94642 -3.86773 -5.81458
Cl 1.88550 -5.21492 -5.13589
Cl -0.78782 -4.17890 -5.58327
Cl 1.39331 -2.35722 -4.98709
Cl 1.29463 -3.71841 -7.55004
C 5.00820 10.80383 7.87822
Cl 6.40427 10.18427 6.96975
Cl 3.52120 10.51367 6.94374
Cl 4.90694 9.96869 9.44339
Cl 5.20581 12.54872 8.14979
C -4.07950 -6.39747 -6.39970
Cl -3.13806 -7.74257 -5.72062
Cl -5.81213 -6.71083 -6.16904
Cl -3.63510 -4.88797 -5.57399
Cl -3.73059 -6.24730 -8.13553
C 1.57302 2.36348 8.15843
Cl 2.38702 0.93491 8.83207
Cl -0.18097 2.21295 8.40071
Cl 2.16423 3.82371 8.98202
Cl 1.92473 2.47747 6.42367
C 2.73616 -6.86839 -9.60401
Cl 3.85363 -5.71459 -8.84491
Cl 3.64099 -8.29526 -10.15382
Cl 1.50570 -7.36634 -8.42305
Cl 1.94390 -6.09707 -10.99506
C 0.62254 10.68415 10.66536
Cl 0.37654 12.32469 11.30232
Cl 1.71628 10.74888 9.26671
Cl 1.33764 9.65928 11.92882
Cl -0.94034 10.00261 10.16417
C -1.87222 5.60542 6.54055
Cl -3.23549 4.48983 6.77572
Cl -0.55116 5.15644 7.64537
Cl -1.31683 5.51523 4.85391
Cl -2.39788 7.26604 6.89350
C -9.61795 -5.70814 -8.06702
Cl -10.56815 -4.22671 -8.31091
Cl -10.09082 -6.92101 -9.27634
Cl -7.88912 -5.33904 -8.24286
Cl -9.92418 -6.34608 -6.43698
C -8.27115 -9.52303 -4.20259
Cl -7.33064 -10.86769 -3.52178
Cl -10.00549 -9.83652 -3.97141
Cl -7.82820 -8.01279 -3.37775
Cl -7.92150 -9.37432 -5.93852
C -0.45581 11.93767 -0.77002
Cl 0.28635 11.57896 -2.34401
Cl 0.21044 13.45715 -0.13364
Cl -2.21422 12.09854 -0.96711
Cl -0.10450 10.61730 0.36522
C -13.09636 -10.60563 -1.31153
Cl -14.37518 -11.82007 -1.09708
Cl -11.76639 -10.93994 -0.18213
Cl -12.48743 -10.67446 -2.97948
Cl -13.75476 -8.98780 -0.98915
C -13.57551 -4.79876 -0.02269
Cl -13.29687 -5.34985 1.64315
Cl -13.44896 -3.02795 -0.08993
Cl -12.35884 -5.52113 -1.09641
Cl -15.19832 -5.29736 -0.54772
*
```

For the HOMO energy, the calculation gives -0.309 hartree. The energy is -898098.11363 eV. The value obtained for the max |F| is 4.6 eV Å⁻¹. Its LUMO energy is -0.19 eV. The calculation puts the frontier orbital gap at 8.22 eV.

***

5.
A structure of composition C37H29KN2O4P2. Source: the OMol25 dataset; level of theory: ωB97M-V/def2-TZVPD.

The geometry in ORCA input format:
```
! RIJCOSX wB97M-V def2-TZVPD def2/J DEFGRID3
* xyz -2 1
K -0.55789 -0.76890 -0.22490
O -3.32160 0.32293 3.70247
C -2.47124 -0.15991 2.92875
O -1.42314 0.36750 2.48734
C -2.69512 -1.62919 2.51673
C -3.43365 -2.44825 3.36563
C -3.54279 -3.79508 3.06838
C -2.91910 -4.28268 1.93430
C -2.22708 -3.39815 1.11724
N -2.11459 -2.09314 1.40281
C -1.50444 -3.94387 -0.13978
O -1.29989 -5.16296 -0.15908
O -1.18545 -3.06588 -0.98506
H -3.89116 -1.98529 4.22857
H -4.09855 -4.45890 3.72317
H -2.93031 -5.32716 1.65658
C 0.22379 3.03077 -1.07862
P -0.52438 2.23498 0.40940
C -1.31798 3.63004 1.29594
C -1.73016 4.77405 0.61118
C -2.41735 5.79265 1.26354
C -2.70090 5.68103 2.61577
C -2.29927 4.54137 3.30394
C -1.61837 3.52279 2.65539
C 1.03341 1.99579 1.38921
C 1.56543 0.72054 1.58774
C 2.81886 0.55734 2.15529
C 3.54528 1.66614 2.57141
C 3.01464 2.93701 2.41434
C 1.76976 3.09453 1.81723
C 1.11055 2.07567 -1.85304
C 2.03144 2.45264 -2.81833
C 2.54230 1.24360 -3.35000
C 1.90386 0.22151 -2.66062
C 2.22255 -1.24694 -2.86093
P 0.96245 -2.58870 -2.43718
C -0.46816 -1.60367 -3.27322
C -1.58310 -0.82470 -2.93437
C -2.40202 -0.25243 -3.89359
C -2.15489 -0.43915 -5.24815
C -1.07072 -1.21587 -5.61038
C -0.25790 -1.78829 -4.63903
C 1.67105 -2.89449 -0.64032
C 2.89547 -3.54060 -0.85245
C 3.70605 -3.98365 0.17954
C 3.32358 -3.81624 1.50229
C 2.10813 -3.20155 1.75337
C 1.30372 -2.76527 0.70614
N 1.02515 0.71562 -1.74020
H 0.77619 3.93845 -0.81065
H -0.62233 3.34163 -1.70543
H -1.50769 4.87863 -0.44300
H -2.72401 6.66888 0.70330
H -3.23822 6.47002 3.12986
H -2.53723 4.42427 4.35447
H -1.36502 2.61225 3.18537
H 0.99857 -0.15450 1.30423
H 3.22165 -0.44217 2.26969
H 4.52484 1.53713 3.01811
H 3.57078 3.80978 2.73761
H 1.36477 4.09083 1.67287
H 2.28001 3.46519 -3.10986
H 3.28483 1.11356 -4.12761
H 3.13161 -1.51903 -2.31943
H 2.45372 -1.38576 -3.92214
H -1.86977 -0.59731 -1.92410
H -3.23684 0.35285 -3.56196
H -2.79841 0.01383 -5.99259
H -0.84345 -1.39341 -6.65575
H 0.56874 -2.40965 -4.97016
H 3.22170 -3.72405 -1.87143
H 4.64205 -4.47577 -0.06092
H 3.94539 -4.16048 2.31979
H 1.75413 -3.04407 2.76487
H 0.38770 -2.30871 1.05045
*
```

For the HOMO energy, the calculation gives -0.053 hartree. The energy is -84914.59091 eV. The value obtained for the max |F| is 0.8 eV Å⁻¹. Its LUMO energy is 4.34 eV. The calculation puts the frontier orbital gap at 5.80 eV.